# 1
The following is a DFT calculation (wB97M-V/def2-TZVPD) of a structure of composition C45H56BrFeNO2P2 in a non-equilibrium geometry.

Summary:
E_tot   -6474.033598 Ha
Expectation value of S²   6.013
ΔE to the lowest compared entry with this formula, charge and spin   0.0 kcal/mol
Gap between HOMO and LUMO (alpha / beta)   8.371 / 8.045 eV
E_HOMO (alpha / beta)   -7.8 / -7.8 eV
Molar mass   840.64 g/mol

```
! RIJCOSX wB97M-V def2-TZVPD def2/J DEFGRID3
* xyz 0 5
C 3.21334 1.27572 3.22615
C -1.96669 -1.81450 -3.33572
C 4.87189 1.17670 4.78870
C 0.27999 4.88920 -0.49538
Br 5.94477 -1.18105 5.98102
C -2.89240 3.72374 -5.85762
C 4.59239 0.35223 -4.48689
H 2.23591 4.83185 0.39462
H 1.14992 -2.00171 -3.05389
H 3.79392 -2.09850 -4.55964
P -2.21498 1.91021 -1.66011
C -2.03033 1.08108 2.77930
C 3.88040 -0.86814 4.02968
C 1.53813 2.87884 -0.15069
C 1.42889 4.25392 -0.03612
C 2.00572 -0.78069 2.36307
H -2.25369 -2.29666 -4.26261
H 5.56679 1.71590 5.42160
H -0.75749 3.77118 -6.05317
C -0.66342 2.75484 -1.14021
C -1.57975 -0.19921 3.15897
H 5.21752 -0.47058 -4.14625
H -1.82719 -3.06536 3.80121
H 3.78650 -1.94567 4.02368
C 2.93364 2.13277 -3.89669
Fe -0.49777 0.30679 0.84883
H 0.19852 5.96751 -0.44169
H -1.38184 3.13378 2.67051
N 4.09733 1.90453 3.99424
C -1.74149 0.18099 -2.00611
C -2.42920 2.62127 -3.34008
H 2.19924 2.47349 -3.16453
C 3.62190 -1.09795 -1.22010
H -0.36448 2.11461 3.67815
C -2.08994 -1.34166 2.51731
C -1.59340 3.50782 -5.41688
H 1.81344 -0.29683 -5.48902
C 4.12066 -0.04788 -0.21955
H -4.89752 -2.24820 0.93114
H 3.98687 0.00780 -5.32518
C 3.05989 -0.10575 3.20965
C -3.15023 -1.20795 1.61015
C -1.48695 -2.69047 2.83264
C -3.63370 0.06389 1.26606
C -1.39458 2.31364 3.38668
H -0.88254 0.35180 5.11166
H -1.74714 -3.42504 2.07653
H -5.70590 -0.11331 0.69615
H 5.37782 -2.25449 -0.80001
H 2.59628 1.90328 2.59392
H 4.95102 0.52650 -0.63619
H 0.46502 -1.41869 -5.28417
C -3.82661 -2.41883 1.02244
H 0.66725 1.06657 -0.88961
C 0.50046 2.12750 -0.69589
H 3.03632 -3.31819 -3.53618
H -4.55252 -0.51311 -0.58035
H -3.68792 -3.29942 1.64280
H -2.53826 0.14043 -4.00716
H 2.37535 -2.97135 -5.12981
O 1.30764 0.01958 1.63690
H -0.34221 2.79235 -3.82885
H -1.65681 4.64168 -1.38117
H -3.06904 4.15971 -6.83240
C -0.75807 4.14576 -1.03020
H -4.97780 3.53255 -5.38931
C -3.08665 1.21113 1.85800
H 2.91231 -1.74848 -0.69336
C -3.96264 3.37487 -5.04791
H -4.56482 2.56380 -3.15459
C 4.80873 -1.94323 -1.68034
H -3.54804 3.22005 2.47848
C 1.12884 -0.73038 -4.75709
P 2.51559 -0.19170 -2.43932
C 4.79292 -0.20828 4.82829
C -1.44454 -2.56724 -2.29495
C -3.72971 2.82974 -3.79288
H 0.51430 0.06764 -4.33695
C 2.84140 -2.51954 -4.24943
H -1.34036 -3.64121 -2.40036
O 1.85939 -1.99259 2.43426
H 5.25470 1.13845 -4.86079
H 4.37274 1.28254 -2.57272
C 1.89397 -1.47324 -3.65551
H -4.82687 1.16543 -0.15225
H 5.48387 -1.37647 -2.32182
H 3.60907 2.96420 -4.11460
H 3.32327 0.64171 0.05974
H -0.39866 -2.61531 2.84912
C -1.21784 -0.56630 -0.94193
C 3.71728 0.91954 -3.37124
H -0.66628 -2.54169 -0.29686
C -1.35866 2.95859 -4.16628
C -3.70504 2.56861 1.62196
C -2.12204 -0.44310 -3.19502
H 4.50007 -2.84318 -2.20451
H -1.93379 2.64484 4.27837
H -3.43482 -2.63217 0.02327
H 2.44779 2.37640 0.15778
H 0.41267 -0.06918 3.99497
H -3.28645 3.05264 0.73759
C -1.06471 -1.94125 -1.11044
H 2.40384 1.88446 -4.81854
C -4.74441 0.16343 0.25335
H 4.48162 -0.53469 0.68840
H -0.58016 -1.33395 4.69596
H -4.77918 2.47373 1.47944
C -0.60208 -0.32214 4.30264
*
```

# 2
The following is a DFT calculation (wB97M-V/def2-TZVPD) of a structure of composition C45H56NO2ReSSe in a non-equilibrium geometry.

Summary:
E_tot   -4831.311373 Ha
Expectation value of S²   0.828
Gap between HOMO and LUMO (alpha / beta)   6.037 / 6.584 eV
E_HOMO (alpha / beta)   -10.5 / -10.9 eV
Molar mass   940.18 g/mol

```
! RIJCOSX wB97M-V def2-TZVPD def2/J DEFGRID3
* xyz 1 2
C -1.25137 -6.81339 -1.25946
C -0.57934 2.48463 -5.76692
C -3.24373 1.20350 0.01067
H 0.35616 -4.61525 0.86907
C -4.33613 3.35148 0.04158
C -3.24568 -2.76874 0.17943
C 1.55640 1.72883 -4.08784
C 3.87766 1.37492 3.93428
H -1.48046 2.69501 -6.34292
C -1.92023 2.78926 -3.71670
H 4.25908 -0.02471 -5.13351
C -2.13877 -3.61174 0.14047
H 4.92023 1.72433 2.05623
C -4.74285 -4.65880 0.09092
H -2.01619 -0.01248 -3.85798
H 1.65587 2.17874 -5.06491
H -2.21619 3.07785 -0.16065
C -4.42793 -0.83587 0.23384
H 5.25892 1.30834 -5.73278
H -4.26944 4.43114 -0.00037
H 4.80419 3.11758 4.82784
C -2.32189 -4.98022 0.05291
H 5.97365 1.48239 3.44829
H 3.47702 0.42052 -1.63827
C 4.09117 0.50855 5.18538
C -4.50546 0.60495 0.18061
H -2.09059 -7.44606 1.28160
H 5.08976 1.95564 -2.05780
C -0.97133 1.81825 -4.44644
C 2.72762 1.42640 -3.38814
C -1.92435 -0.14229 4.70688
H 5.05203 0.75023 5.64290
C -2.07077 2.12413 3.60346
C 0.20298 -5.21877 -0.02835
H 3.31011 0.31750 1.41057
C -1.70601 0.50523 -4.76588
C -0.80272 1.83136 5.70506
H -0.38279 -7.46835 -1.33811
H -3.79723 -6.54710 -0.04971
C 0.27498 1.49539 -3.61095
H -1.71690 2.03759 6.26238
C 3.86594 2.85989 4.33377
C -5.57707 2.74272 0.19059
H -2.43470 2.31920 -2.88701
H 3.51797 1.30530 -6.02775
H -1.51309 3.01670 3.30993
C 5.23512 1.48059 -3.03017
H -1.15462 -3.16690 0.17673
H -6.62941 0.87563 0.38266
H -1.28718 -6.18351 -2.15031
C -4.53942 -3.28694 0.16800
C 1.34666 0.50951 -1.66529
H -1.37107 3.65534 -3.34058
H 3.75524 3.49279 3.45126
H 3.30121 3.62950 -4.91745
H -0.29219 2.78150 5.53692
H -2.14310 -7.44005 -1.24813
Se 1.04333 -0.73919 -0.20324
H -2.67983 3.14617 -4.41453
H 0.05760 1.83880 -6.37363
N -3.21239 -1.37783 0.22395
H 4.08751 -0.55138 4.92522
C 0.00452 0.28566 2.25836
H 3.05162 3.08967 5.02062
H 1.43982 1.59050 5.01692
S -5.69826 -1.97963 0.22191
H -2.47952 1.66137 2.71123
C -3.63716 -5.48007 0.02515
H -6.47128 3.34777 0.25255
H -2.22647 -0.66769 3.80445
C 4.29031 1.05353 -5.29994
H -0.17356 1.19116 6.32616
H 5.34286 0.40364 -2.88551
C -1.14374 -5.94563 0.00390
H 1.00444 -5.95586 -0.07239
C 1.35704 1.18169 4.02069
Re -1.59877 -0.08844 -0.17197
C 1.18667 0.15753 1.51253
H -1.19151 -6.20354 2.15912
O -1.00112 0.72202 -1.70425
H 6.17196 1.85352 -3.44419
H -1.30236 -0.80970 5.30638
C -3.17685 2.58762 -0.04892
H -2.90620 2.43748 4.23314
C 4.08257 1.81048 -3.97990
C -1.19311 -6.82721 1.26337
C -5.66869 1.36413 0.26489
H -5.74307 -5.07086 0.07532
C 5.04873 1.15047 2.97623
C 0.09417 0.86042 3.55210
C 0.18304 0.90372 -2.33499
C 2.43314 0.48833 2.01969
H 5.04972 3.61943 -4.68775
C 2.60445 0.75869 -2.17947
O -1.17242 -0.14714 1.75901
H 5.16148 0.09400 2.72408
H 0.28948 -4.57756 -0.90878
H -2.82263 0.09439 5.28098
C -1.16381 1.15365 4.38121
C 2.54073 1.00745 3.29635
H -0.32337 -7.48475 1.29868
H -1.06707 -0.16404 -5.34428
H 3.31041 0.67837 5.92742
H -2.60205 0.71556 -5.35307
H -0.06460 3.43098 -5.59014
C 4.09912 3.32593 -4.23991
H 3.97532 3.87523 -3.30460
*
```

# 3
The following is a DFT calculation (wB97M-V/def2-TZVPD) of a structure of composition C45H58BI2N10O2PbS3 in a non-equilibrium geometry.

Summary:
E_tot   -4455.153558 Ha
ΔE to the lowest compared entry with this formula, charge and spin   36.6 kcal/mol
Gap between HOMO and LUMO   5.918 eV
E_HOMO   -8.9 eV
Molar mass   1339.05 g/mol

```
! RIJCOSX wB97M-V def2-TZVPD def2/J DEFGRID3
* xyz 1 1
H 3.35650 -2.17430 -5.20690
H 0.02420 -2.93040 3.41450
H 6.37440 0.19580 -5.91270
H -4.56640 -0.92990 5.58720
H -0.69860 0.36290 -2.63360
C 5.71000 -1.08820 -4.30210
H 5.87170 -5.50470 -1.01180
C 5.43590 -4.70960 -0.41380
S 1.09280 2.52940 0.20830
C 2.12720 -1.83980 1.86300
H -2.61190 -3.25640 5.17650
H -4.23610 -2.51910 1.96350
H 0.62490 -3.52200 -3.52560
N 3.55540 -2.91700 0.31410
H 5.69470 2.88740 1.72550
C -1.90490 3.01270 -1.05410
C 6.64050 0.37700 0.91170
N 4.35550 -0.88740 -2.29420
H -2.45270 4.70560 -2.25480
H -4.21290 -2.21220 6.78010
H 7.75180 -0.47650 -3.92190
C 7.19450 0.47300 2.33840
H 5.12620 -7.06200 0.71910
H -2.91420 -1.21500 -4.49480
O -5.24810 -2.83370 5.16890
B 3.21910 -0.67730 -0.13840
C 3.42570 -4.06290 0.91000
H -5.81960 -1.59250 3.61920
H 8.21030 0.08760 2.35520
N -2.05950 -0.06790 2.48440
C 1.94020 -3.08880 2.53380
C 6.05460 -2.37300 -5.06570
I -1.83370 -4.44070 0.35660
C 6.61010 -1.08820 0.47050
I -2.63100 -4.08070 -5.66350
H 6.58700 0.11010 -2.73310
C -2.95180 4.98410 -0.18890
C 3.66480 2.80020 1.12480
S 0.69340 -1.76440 -1.20780
H 7.06240 1.23210 -1.03160
H 5.22430 -3.85700 -1.05140
H 7.62480 -1.47110 0.40420
O -2.30450 -1.46070 -0.03110
C 3.29190 -1.86190 -4.17600
C 4.49800 -6.33590 1.22900
H 6.13520 -1.19080 -0.50040
H 3.61390 -6.60740 -1.31420
N -1.88750 2.45760 0.15460
C -2.41500 -1.96850 -1.20840
C 4.42110 -1.28200 -3.53220
H 4.65980 -0.19300 -5.98050
H 2.99580 4.77210 0.69970
C -5.42860 -2.60790 3.78790
H 2.45070 4.13000 2.22520
C -2.29560 -3.35890 -1.39530
C -2.70120 0.28790 -2.27600
C -2.55430 -0.97480 3.00570
C 2.12870 -2.02720 -3.48630
H 3.60930 -6.85420 1.57810
C 3.18570 -5.73980 -0.82020
H -2.27060 -5.05090 -2.70500
C 5.25560 0.96360 0.85700
C 4.15130 -5.21310 0.25180
C 2.62660 1.98180 0.53810
N -3.07800 -1.98170 3.61100
H 2.99640 -4.96660 -1.56100
H 6.06280 -1.69890 1.18510
H 5.05000 -5.95660 2.08600
H 0.06180 -1.93130 -3.94870
C 1.05090 -3.12540 3.72390
C -2.64540 -1.20850 -2.38220
H 8.49870 0.74120 -0.13120
H 7.22060 1.49960 2.69090
C -4.27060 -1.98250 5.71560
C 0.89820 -2.61970 -4.07150
N 3.22150 -1.03730 -1.60260
H 6.59180 -0.11380 3.02740
H -1.72980 2.57340 -3.14170
H 5.37820 -2.53880 -5.89870
H 2.23640 -6.02590 -0.37330
H 1.03110 -2.85450 -5.12260
H -3.10670 0.70660 -3.20920
H -6.17020 -3.33660 3.45710
N 2.90630 -1.84080 0.75480
H 7.64280 2.21850 0.31310
C 4.92520 2.28200 1.27660
H 1.33320 -2.33900 4.42250
N -1.35440 0.82210 -2.00680
C -2.60200 -3.19510 -3.73560
C -2.43870 4.27970 -1.26390
S 1.44290 -0.40440 2.42290
C -2.73010 -1.82300 -3.61750
C -2.90410 4.40380 1.07050
C -2.38310 -3.98140 -2.61450
C 2.09200 -1.58280 -2.12360
C -2.91520 -2.21240 5.03570
N 4.26570 0.28080 0.36190
C 7.51740 1.20000 -0.04530
C 5.48150 0.04810 -5.31100
H 6.15990 -4.40540 0.33770
H 4.14530 4.66530 2.05090
H 5.24540 0.97950 -4.80210
H 2.44090 -5.15470 2.50220
H -3.34910 0.59330 -1.44980
H 1.09470 -4.09100 4.21740
H -3.37410 5.96770 -0.33460
C -4.12020 -2.79770 3.00990
Pb -0.68990 0.21620 0.46250
C 2.57790 -4.19270 2.03790
H 6.01350 -3.24100 -4.41240
H -3.26940 4.92640 1.93770
H -2.30190 2.63190 2.14770
H -0.20880 2.54550 -2.22370
C -1.26800 2.26020 -2.19380
C -2.36160 3.13570 1.19110
H 7.09640 -1.57680 -2.71130
N 3.01140 0.72760 0.26800
C 3.31170 4.17430 1.55600
H -3.80350 -3.84420 3.07430
H -2.15150 -1.54610 5.43800
H 7.05890 -2.29430 -5.47110
C 6.85950 -0.73510 -3.35740
*
```

# 4
The following is a DFT calculation (wB97M-V/def2-TZVPD) of a structure of composition C45H58BI2N10O2PbS3.

Summary:
E_tot   -4455.211856 Ha
ΔE to the lowest compared entry with this formula, charge and spin   0.0 kcal/mol
Gap between HOMO and LUMO   6.953 eV
E_HOMO   -9.4 eV
Molar mass   1339.05 g/mol

```
! RIJCOSX wB97M-V def2-TZVPD def2/J DEFGRID3
* xyz 1 1
H 6.46595 -1.99273 4.54793
H 8.53275 1.37141 0.11417
H 2.64603 -3.00012 4.41852
H -5.52889 0.26664 -6.31623
C 4.12550 -0.78505 5.32691
H 2.83314 -6.26872 -0.73492
H 1.74430 -1.49072 -5.10257
S 1.94513 1.88560 0.59497
C 1.46660 -2.44752 -4.65697
H -4.22818 -0.61589 -4.30071
C 2.53715 -2.54978 3.43993
H 3.42691 0.05180 5.33385
H 5.15652 -3.16318 4.38477
N 2.34522 -1.38778 1.02487
H 7.78915 2.03568 -2.23081
H 6.55367 -1.51393 -2.43313
C -3.05170 -0.68885 4.80421
C -1.69230 3.03641 1.86219
N 3.04322 -2.06205 -1.30161
H 3.53748 -6.61344 -3.15850
C -5.51705 2.27112 -3.05239
C -3.75342 3.72192 2.82300
H 6.12456 0.41642 3.96293
C 4.39346 3.76175 0.70805
H 0.99560 -4.60276 3.85809
H -5.95284 -0.33735 -3.97770
C -1.55345 0.93373 5.73816
N -2.92664 -0.84862 1.35892
O -0.19871 -0.28555 2.58385
H -3.53855 -2.27092 2.81720
H -4.60474 -0.16024 2.44012
H 6.49278 -4.48163 -2.19319
C 7.33231 0.13581 -1.24425
C -2.44251 4.01942 2.47355
C 4.53844 -5.31879 -1.70937
C -1.00762 -0.12897 3.60419
H -1.29600 1.64315 6.51277
H -3.97535 -1.25476 4.85391
H 8.07318 -0.20209 0.77887
H 3.08458 -4.59377 -3.99495
C -4.25657 2.46422 2.54888
N 4.97992 -0.20074 -0.78625
H -4.37053 4.46011 3.31840
H -5.26479 2.19136 2.83391
Pb -0.71361 0.06507 0.44386
H 6.00383 -4.25687 -0.50790
H -2.00496 4.98471 2.68444
C -5.00379 0.14430 -4.23019
H -6.50535 1.95545 -2.70566
H 3.63242 -1.63826 5.79578
C 0.56646 -4.00222 3.05713
C 3.50589 1.46068 0.11448
C 5.59946 -2.26746 3.94391
H -0.33614 -3.52483 3.44294
C -5.63160 2.91707 -4.42109
H 5.94643 -2.51692 2.93840
H 4.04516 3.71522 1.74166
H -5.08749 2.95689 -2.32434
S 0.24166 -2.81065 0.19227
H 4.59789 0.97705 3.25475
C 3.43449 -1.53026 3.03423
C 8.37351 0.32050 -0.13218
H 8.70360 0.65519 -2.83708
H 8.25965 -1.65702 -1.97472
H 5.67224 -0.05960 2.31508
C 2.29282 -1.81076 -2.36149
S 1.48471 -0.33586 -1.93529
C -2.22187 -0.84164 3.70144
H 5.12089 -7.16794 -2.63209
H -1.86275 -2.39400 2.24439
H 9.33303 -0.08711 -0.45428
H 0.40892 -2.38687 -4.39238
H 4.40981 -6.90809 -0.24849
O -6.07354 1.97411 -5.38025
N -2.88086 0.61074 -1.50979
C 7.72596 0.97218 -2.46947
N -2.18155 1.82063 1.59356
C 7.27311 -1.33878 -1.63175
I 0.95468 1.99113 4.45068
C -3.43529 1.53043 1.92795
C 1.53774 -2.95214 2.62084
H 5.00962 -5.84048 -3.78016
C 5.98246 0.62223 -0.74346
C 1.43394 -2.33505 1.32141
H 6.67426 2.61006 -0.20464
C 5.28968 0.13392 3.31838
H -3.20577 -1.43266 0.57837
C 4.54404 -6.28082 -2.89530
C 3.04840 -3.83188 -3.22807
H -4.61265 0.22409 0.72564
H -0.65407 3.20761 1.59685
N 3.77821 0.22826 -0.34486
C 4.60342 -1.09822 3.90568
H 5.31514 4.33965 0.66337
H 3.86485 -5.33566 0.35872
H -6.36724 3.71904 -4.40156
C -3.71200 0.83669 -2.28641
N -4.65151 1.09135 -3.16687
C -0.72218 0.77810 4.64197
H 6.98104 -1.96038 -0.78563
H -4.66136 3.33126 -4.72217
C -3.97038 0.15093 1.60520
C 3.86658 -5.99771 -0.50765
I -3.98518 0.41518 7.45807
H -4.17134 1.31221 -5.83862
N 3.32556 -0.98198 1.86789
N 3.75508 -3.14067 -1.06107
C -2.64645 -1.69850 2.54344
H 3.61222 4.27265 0.14480
H 4.98424 -0.52416 5.94784
C 5.98105 -4.94885 -1.34900
C 4.61032 2.38472 0.17495
C 2.28463 -2.71304 -3.43726
C 5.81945 1.94678 -0.24574
C -5.14648 0.91506 -5.53001
C 3.76156 -4.04351 -2.02024
H 6.53332 -5.84870 -1.07278
H 1.59790 -3.23214 -5.39906
C -2.71963 0.18566 5.82646
H 0.27435 -4.64583 2.23075
H 6.99989 0.84675 -3.27508
B 2.68721 -0.84589 -0.39649
*
```